9 unconnected molecules or ions with the total composition C45H51N9O15 in a non-equilibrium geometry. Source: the Open Molecules 2025 dataset; level of theory: ωB97M-V/def2-TZVPD.

```
120
Properties=species:S:1:pos:R:3
C -16.79664 15.64363 7.39630
O -15.69045 15.54051 6.85960
N -17.78385 16.33326 6.85612
C -19.01323 16.55347 7.59763
C -17.70826 17.00719 5.59627
H -17.01228 15.08554 8.31046
H -19.41707 15.70630 8.13336
H -19.74516 16.82520 6.89970
H -18.77936 17.33298 8.30100
H -16.62743 17.31287 5.52047
H -17.96596 16.35446 4.77427
H -18.29420 17.88486 5.69187
C -7.83515 21.06375 9.82197
O -8.92214 20.65030 9.47047
N -6.90196 21.66633 9.12654
C -5.52448 21.88978 9.63775
C -7.13571 21.96044 7.70470
H -7.45765 20.88756 10.87971
H -5.45919 21.70454 10.72204
H -5.26198 22.89001 9.48858
H -4.92801 21.18637 9.05250
H -6.37459 21.47496 7.14328
H -8.15177 21.74990 7.51120
H -6.82232 23.00656 7.58600
C -13.45254 16.50692 4.01383
O -13.45992 17.68829 3.78566
N -13.23022 15.53346 3.13415
C -13.24474 14.12497 3.54600
C -12.93135 15.82704 1.77180
H -13.65517 16.12616 5.02578
H -13.70923 13.50331 2.76913
H -13.69216 13.99061 4.52928
H -12.20208 13.76409 3.60660
H -13.31231 15.01613 1.14163
H -13.49420 16.68182 1.43008
H -11.90028 15.96512 1.64243
C -9.40044 21.69670 3.82833
C -10.26056 20.91881 3.04073
C -10.52135 19.59783 3.48437
C -9.83656 19.05764 4.50200
C -8.95490 19.85145 5.28426
C -8.76924 21.16790 4.94530
N -10.07451 17.61057 4.80727
O -9.88285 17.30222 5.99539
O -10.52220 16.86557 3.94111
H -9.20077 22.72535 3.56481
H -10.82984 21.27567 2.18672
H -11.15511 18.91880 3.00770
H -8.40169 19.36870 6.07860
H -8.11729 21.79979 5.50360
C -14.21052 19.97537 9.91145
C -13.35177 19.90879 11.01184
C -13.37785 18.81575 11.80826
C -14.12289 17.70545 11.41214
C -14.84542 17.68992 10.25461
C -14.97458 18.88439 9.54685
N -14.05549 16.56374 12.30818
O -14.75875 15.61073 12.00464
O -13.39464 16.61132 13.31810
H -14.26150 20.88193 9.33132
H -12.77366 20.75765 11.31971
H -12.78472 18.77880 12.70066
H -15.46004 16.81232 10.06067
H -15.63199 18.93523 8.67993
C -6.49765 14.92039 10.34194
C -7.52749 15.50524 9.68299
C -7.36155 16.76010 9.05212
C -6.09294 17.33956 9.14131
C -5.07046 16.84097 9.86640
C -5.30743 15.62072 10.50094
N -5.90838 18.57672 8.35451
O -4.82427 19.15968 8.29911
O -6.91694 19.01011 7.81934
H -6.66621 14.02258 10.95161
H -8.44463 14.95229 9.53973
H -8.15187 17.13700 8.46168
H -4.13985 17.31128 10.10668
H -4.64622 15.31666 11.28837
C -8.48088 15.52531 13.75270
C -7.17693 15.28518 14.15341
C -6.23101 16.27668 13.94910
C -6.63734 17.48843 13.34004
C -7.93533 17.74209 13.02102
C -8.87491 16.76037 13.24052
N -5.54337 18.41827 12.90137
O -4.37607 18.12210 13.14788
O -5.86403 19.40120 12.26032
H -9.16594 14.68154 13.88989
H -6.89112 14.37108 14.63303
H -5.21833 16.11114 14.23090
H -8.19238 18.68441 12.52810
H -9.88620 16.79062 12.86827
C -9.04278 23.99261 12.50108
C -10.33215 23.56042 12.15953
C -10.78947 23.62173 10.84514
C -9.88853 24.03870 9.82749
C -8.66247 24.57143 10.20083
C -8.22020 24.44600 11.47961
N -10.31854 24.04748 8.37640
O -9.54149 24.48091 7.57227
O -11.39318 23.56973 8.12267
H -8.64753 24.00460 13.46028
H -11.03390 23.17400 12.94256
H -11.73892 23.24471 10.57093
H -7.97746 24.95615 9.44133
H -7.14828 24.82901 11.67494
C -11.98916 19.79927 6.89629
C -12.61121 18.64848 6.46174
C -12.50728 17.44406 7.20099
C -11.81237 17.39465 8.37644
C -11.16112 18.54467 8.81728
C -11.28555 19.71714 8.05280
N -11.77337 16.15855 9.14300
O -11.96919 15.12408 8.57861
O -11.50809 16.23789 10.33739
H -12.06114 20.69125 6.33300
H -13.16894 18.61001 5.53867
H -13.11510 16.61136 6.87634
H -10.60783 18.57769 9.73838
H -10.71483 20.53871 8.42451
```

Values from the calculation:
SMILES: O=[N+]([O-])c1ccccc1.O=[N+]([O-])c1ccccc1.O=[N+]([O-])c1ccccc1.O=[N+]([O-])c1ccccc1.O=[N+]([O-])c1ccccc1.O=[N+]([O-])c1ccccc1.CN(C)C=O.CN(C)C=O.CN(C)C=O
DFT total energy, eV: -91598.192
Relative energy (zero: lowest compared OMol25 entry of this formula, charge and spin), kJ/mol: 22.3
Total charge: 0
2S+1: 1
HOMO energy, eV: -8.70